Formula: C32H24N5O5PdS2
Source: the OMol25 dataset
Level of theory: ωB97M-V/def2-TZVPD

Cartesian coordinates (Å):
Pd -0.221 0.971 -0.715
S -0.753 1.954 4.888
C -1.034 1.721 6.595
C -2.109 0.926 6.864
C -2.678 0.442 5.642
C -2.048 0.798 4.529
C -2.186 0.339 3.161
C -1.573 0.987 2.084
N -1.336 0.329 0.915
C -1.926 -0.832 0.688
C -2.812 -1.443 1.640
C -3.252 -2.783 1.283
C -2.975 -3.359 0.044
C -2.287 -2.685 -0.978
C -1.991 -3.177 -2.279
C -1.020 -2.511 -3.086
C -0.404 -1.348 -2.595
N -0.635 -0.940 -1.330
C -1.625 -1.488 -0.550
C -0.844 -2.878 -4.502
C -1.033 -2.015 -5.607
C -0.852 -2.588 -6.854
C -0.396 -3.892 -6.727
S -0.326 -4.463 -5.098
C -2.928 -0.804 2.871
H -0.318 2.244 7.250
H -2.380 0.536 7.847
H -3.483 -0.248 5.553
H -1.307 2.064 2.108
H -3.927 -3.276 2.000
H -3.295 -4.382 -0.109
H -2.493 -4.058 -2.634
H 0.292 -0.760 -3.177
H -1.460 -1.022 -5.435
H -0.973 -2.140 -7.834
H -0.039 -4.566 -7.570
H -3.588 -1.254 3.570
O -3.028 3.358 -2.491
C -2.101 2.880 -1.883
O -1.806 1.586 -1.880
C -1.258 3.741 -0.895
C 0.097 3.370 -0.703
C 0.906 4.071 0.182
C 0.251 5.208 0.765
C -1.039 5.596 0.512
C -1.863 4.780 -0.257
N 1.071 6.001 1.632
O 2.270 5.650 1.665
O 0.592 6.905 2.370
H 0.451 2.517 -1.398
H 1.866 3.680 0.570
H -1.453 6.529 0.954
H -2.915 4.940 -0.530
N 1.789 0.815 0.230
C 2.625 -0.023 0.108
N 3.655 -0.825 0.099
C 4.385 -1.025 -1.248
C 5.748 -1.544 -0.968
O 5.696 -2.852 -0.356
C 5.083 -2.734 0.989
C 3.656 -2.137 0.868
H 4.328 -0.129 -1.877
H 3.834 -1.772 -1.820
H 6.237 -0.883 -0.261
H 6.377 -1.604 -1.875
H 5.650 -2.050 1.624
H 4.960 -3.749 1.309
H 3.169 -1.903 1.812
H 2.982 -2.795 0.299

Cartesian forces (eV/Å) of the 3 atoms listed first:
0.4 0.3 0.4
-0.7 -1.0 0.8
0.6 0.8 -0.2

Properties
Net charge   +1
⟨S²⟩   2.01
HOMO-LUMO gap (alpha / beta)   7.083 / 6.550 eV
E_HOMO (alpha / beta)   -10.91 / -10.97 eV
ΔE to the lowest compared entry with this formula, charge and spin   0.365 eV
LUMO (alpha / beta)   -3.832 / -4.422 eV
Multiplicity   3

Atom charges from the Löwdin analysis, given in e for atoms 1 to 4: 1.00, 1.04, -0.38, -0.14

---

Formula: C28H49N2O2P3Ru
Source: the OMol25 dataset
Level of theory: ωB97M-V/def2-TZVPD

Cartesian coordinates (Å):
Ru 1.484 0.567 -2.572
P 2.191 0.737 -0.119
P -0.327 1.724 -1.799
P 3.080 -0.958 -2.665
H -1.211 -1.428 -0.448
C -0.462 -2.230 -0.523
C 0.395 -2.435 0.509
H 0.263 -1.745 1.347
C 1.403 1.114 1.576
C 3.007 2.391 -0.374
C 3.690 -0.138 0.682
C -2.022 1.087 -1.869
C -0.475 2.850 -0.437
C 0.135 2.656 -3.272
C 3.808 -2.250 -1.676
C 4.329 0.353 -2.915
C 2.972 -1.765 -4.266
H -0.340 -2.573 -1.562
H 1.395 -2.825 0.324
H 0.717 0.312 1.842
H 0.832 2.039 1.567
H 2.097 1.223 2.415
H 2.263 3.169 -0.537
H 3.628 2.308 -1.264
H 3.647 2.721 0.453
H 3.453 -1.193 0.851
H 3.988 0.270 1.658
H 4.584 -0.082 0.054
H -2.527 1.878 -2.430
H -2.400 0.964 -0.842
H -2.046 0.118 -2.383
H -1.124 3.647 -0.840
H 0.484 3.286 -0.139
H -0.974 2.349 0.412
H -0.683 3.378 -3.350
H 0.239 1.980 -4.137
H 1.100 3.115 -3.021
H 4.262 -2.883 -2.453
H 3.057 -2.833 -1.123
H 4.590 -1.890 -0.995
H 4.881 -0.028 -3.781
H 4.955 0.424 -2.017
H 3.814 1.309 -3.147
H 4.036 -1.917 -4.496
H 2.456 -1.096 -4.972
H 2.417 -2.713 -4.163
C -0.545 -1.588 -4.570
C -1.711 -0.814 -4.845
C -2.599 -1.208 -5.844
C -2.327 -2.306 -6.662
C -1.161 -3.041 -6.456
C -0.302 -2.708 -5.427
O 0.300 -1.425 -3.618
H -0.055 0.160 -1.980
H -1.876 0.076 -4.220
H -3.509 -0.617 -5.969
H -3.040 -2.564 -7.427
H -0.894 -3.891 -7.073
H 0.578 -3.308 -5.159
C -2.518 1.004 6.562
N -2.391 1.527 5.214
N -2.275 0.684 4.169
C -2.015 1.409 2.995
O -1.846 0.846 1.879
C -2.014 2.782 3.430
C -2.217 2.804 4.807
C -2.240 3.923 5.776
C -2.243 -0.733 4.335
C -3.371 -1.406 4.830
C -3.311 -2.783 5.033
C -2.147 -3.490 4.699
C -1.040 -2.821 4.164
C -1.092 -1.441 3.972
H -1.637 0.391 6.819
H -3.426 0.387 6.629
H -2.595 1.859 7.239
H -1.865 3.588 2.762
H -3.210 4.015 6.292
H -1.464 3.803 6.551
H -2.050 4.871 5.259
H -4.291 -0.855 5.046
H -4.173 -3.315 5.436
H -2.095 -4.574 4.834
H -0.133 -3.351 3.870
H -0.260 -0.874 3.547

Cartesian forces (eV/Å) of the 3 atoms listed first:
-1.0 -1.9 1.8
2.9 1.4 2.2
-2.7 -0.3 0.6

Properties
Net charge   +4
⟨S²⟩   6.07
HOMO-LUMO gap (alpha / beta)   5.651 / 5.589 eV
E_HOMO (alpha / beta)   -18.46 / -18.40 eV
ΔE to the lowest compared entry with this formula, charge and spin   5.915 eV
LUMO (alpha / beta)   -12.813 / -12.807 eV
Multiplicity   5

Atom charges from the Löwdin analysis, given in e for atoms 1 to 4: 0.61, 0.89, 0.69, 0.71

---

Formula: C14H16O
Source: the OMol25 dataset
Level of theory: ωB97M-V/def2-TZVPD

Cartesian coordinates (Å):
C -2.300 -2.194 -3.175
C 0.148 -2.252 -3.017
C -1.073 -2.196 -2.343
C 1.346 -2.708 -2.453
C -1.076 -2.462 -0.968
C 1.380 -2.954 -1.100
C 0.153 -2.842 -0.392
H 0.082 -2.019 -4.085
H 2.274 -2.529 -3.016
H -2.124 -1.657 -4.148
H -3.264 -1.752 -2.728
H -2.031 -2.419 -0.443
H 2.304 -3.317 -0.664
H 0.118 -3.204 0.573
H -2.404 -3.310 -3.476
C 0.167 4.676 2.389
C 0.551 1.418 0.743
C 0.498 2.808 0.758
C 0.714 0.645 1.844
C 0.328 3.266 2.091
C 0.549 1.148 3.127
C 0.366 2.506 3.178
O 0.480 -0.677 1.815
H 0.555 1.052 -0.332
H 0.420 3.316 -0.176
H 0.830 -0.962 0.875
H 0.382 0.478 3.862
H 1.271 5.137 2.462
H -0.553 4.736 3.140
H -0.064 2.936 4.159
H -0.027 5.332 1.499

Cartesian forces (eV/Å) of the 3 atoms listed first:
-1.3 -0.4 -1.3
-2.0 0.8 -1.1
1.5 0.0 -0.2

Properties
Net charge   -1
⟨S²⟩   0.76
HOMO-LUMO gap (alpha / beta)   2.325 / 7.229 eV
E_HOMO (alpha / beta)   0.74 / -4.19 eV
ΔE to the lowest compared entry with this formula, charge and spin   2.471 eV
LUMO (alpha / beta)   3.060 / 3.038 eV
Multiplicity   2

Atom charges from the Löwdin analysis, given in e for atoms 1 to 4: -0.13, -0.16, -0.39, -0.23

---

Formula: ClH12Na2O10
Source: the OMol25 dataset
Level of theory: ωB97M-V/def2-TZVPD

Cartesian coordinates (Å):
Na 6.182 1.890 5.438
Na 7.165 -1.418 -1.961
Cl 1.968 -0.833 0.239
O 2.355 -2.005 -0.489
O 1.489 0.148 -0.703
O 0.955 -0.998 1.261
O 3.096 -0.303 1.000
O -0.785 5.457 -2.771
H -1.644 5.400 -2.353
H -0.761 4.713 -3.373
O -4.622 -0.524 0.361
H -3.679 -0.364 0.312
H -4.957 0.185 0.910
O -1.998 -0.977 6.556
H -1.539 -0.791 5.737
H -2.008 -1.933 6.614
O -2.922 -4.943 0.016
H -3.685 -5.440 -0.281
H -3.247 -4.420 0.749
O -2.068 -2.550 -3.875
H -1.908 -2.807 -2.967
H -1.239 -2.170 -4.167
O 4.441 5.242 -2.080
H 5.114 4.934 -2.686
H 4.296 4.505 -1.487

Cartesian forces (eV/Å) of the 3 atoms listed first:
-0.2 0.0 0.0
-0.4 -0.1 0.0
-0.9 2.2 1.5

Properties
Net charge   +1
HOMO-LUMO gap   4.486 eV
E_HOMO   -10.11 eV
ΔE to the lowest compared entry with this formula, charge and spin   4.447 eV
LUMO   -5.619 eV

Atom charges from the Löwdin analysis, given in e for atoms 1 to 4: 1.00, 0.99, 0.61, -0.38

---

Formula: C4H11NOS
Source: the OMol25 dataset
Level of theory: ωB97M-V/def2-TZVPD

Cartesian coordinates (Å):
N -0.396 1.682 -1.002
C -0.670 0.354 -0.455
C -1.952 0.346 0.345
O -2.204 -0.581 1.386
C 0.529 -0.205 0.394
C 1.746 -0.623 -0.424
S 2.776 -1.942 0.420
H 0.240 2.133 -0.347
H 0.178 1.670 -1.839
H -0.716 -0.367 -1.280
H -1.924 1.337 0.835
H -2.711 0.180 -0.467
H -2.853 -1.180 1.030
H 0.138 -1.099 0.895
H 0.812 0.565 1.121
H 1.315 -1.239 -1.224
H 2.414 0.170 -0.749
H 3.276 -1.202 1.362

Cartesian forces (eV/Å) of the 3 atoms listed first:
0.2 0.4 0.3
2.8 -1.9 0.1
-1.0 1.2 -0.7

Properties
HOMO-LUMO gap   9.819 eV
E_HOMO   -8.98 eV
Structure (SMILES)   N[C@H](CO)CCS
ΔE to the lowest compared entry with this formula, charge and spin   1.624 eV
LUMO   0.841 eV

Atom charges from the Löwdin analysis, given in e for atoms 1 to 4: 0.04, -0.42, -0.24, -0.05

---

Formula: C4H9NO2
Source: the OMol25 dataset
Level of theory: ωB97M-V/def2-TZVPD

Cartesian coordinates (Å):
C 0.392 -1.189 1.120
O 1.590 -1.140 1.837
C 0.176 0.099 0.253
C -1.173 0.072 -0.429
C -1.479 1.399 -1.107
O -0.697 2.310 -1.087
N 1.199 0.271 -0.709
H -0.440 -1.291 1.811
H 0.361 -2.055 0.451
H 2.305 -1.518 1.316
H 0.338 0.946 0.950
H -1.984 -0.118 0.277
H -1.231 -0.722 -1.172
H -2.414 1.477 -1.688
H 2.100 0.563 -0.329
H 0.956 0.896 -1.493

Cartesian forces (eV/Å) of the 3 atoms listed first:
0.6 -0.7 0.2
-0.3 0.3 -0.2
-0.3 -0.5 -0.5

Properties
Net charge   +1
⟨S²⟩   0.75
HOMO-LUMO gap (alpha / beta)   11.538 / 6.092 eV
E_HOMO (alpha / beta)   -14.87 / -14.77 eV
ΔE to the lowest compared entry with this formula, charge and spin   1.731 eV
LUMO (alpha / beta)   -3.327 / -8.682 eV
Multiplicity   2

Atom charges from the Löwdin analysis, given in e for atoms 1 to 4: -0.17, 0.01, -0.31, -0.09

---

Calculated total energy values, unit eV, following the record order: -76399.730; -67309.201; -16821.441; -42009.283; -18698.295; -9869.471.